No. 1
Below is a structure of composition C44H62IN4O4Tc, with properties calculated with ωB97M-V/def2-TZVPD.

Last column: Mulliken charge in e.
Positions of all 116 atoms, in Å:
Tc1 0.404 0.363 -0.166  1.54
C1 -0.241 5.075 1.706  -1.18
N1 0.686 4.128 1.104  0.76
C2 1.847 4.826 0.568  -1.01
C3 1.114 3.123 2.065  -1.09
C4 0.029 2.095 2.381  -0.49
N2 0.275 0.682 1.898  2.02
C5 1.505 0.173 2.640  -2.28
C6 2.468 -0.790 1.981  1.07
C7 3.724 -0.900 2.564  -0.38
C8 4.687 -1.746 2.041  0.03
C9 4.347 -2.501 0.917  -0.60
C10 3.105 -2.438 0.297  0.33
C11 2.177 -1.548 0.854  -0.42
O1 0.944 -1.390 0.288  -0.95
C12 2.729 -3.353 -0.876  2.28
C13 1.748 -4.411 -0.347  -1.64
C14 2.061 -2.584 -2.031  -1.16
C15 3.958 -4.065 -1.454  -2.23
C16 6.054 -1.879 2.713  1.97
C17 7.118 -2.394 1.739  -1.78
C18 5.925 -2.872 3.878  -1.76
C19 6.525 -0.524 3.263  -1.57
C20 -0.936 -0.141 2.327  -1.10
C21 -2.232 0.293 1.702  0.10
C22 -3.258 0.837 2.460  -0.58
C23 -4.482 1.159 1.885  -0.91
C24 -4.657 0.850 0.537  0.37
C25 -3.669 0.281 -0.271  -0.34
C26 -2.423 0.058 0.336  0.19
O2 -1.355 -0.390 -0.365  -0.77
C27 -3.941 -0.146 -1.718  1.96
C28 -3.048 0.611 -2.714  -1.45
C29 -3.686 -1.659 -1.838  -1.44
C30 -5.396 0.112 -2.120  -2.29
C31 -5.583 1.786 2.743  1.96
C32 -5.995 0.790 3.838  -1.64
C33 -5.050 3.070 3.396  -1.60
C34 -6.822 2.149 1.924  -2.10
H1 0.215 5.631 2.542  0.35
H2 -1.128 4.563 2.089  0.32
H3 -0.571 5.796 0.956  0.38
H4 1.522 5.563 -0.167  0.36
H5 2.516 4.114 0.081  0.16
H6 2.420 5.350 1.349  0.36
H7 1.414 3.602 3.012  0.11
H8 2.006 2.629 1.676  0.03
H9 -0.931 2.413 1.989  0.28
H10 -0.088 1.987 3.463  0.29
H11 1.118 -0.266 3.562  0.44
H12 2.084 1.050 2.916  0.76
H13 3.949 -0.285 3.428  0.40
H14 5.089 -3.163 0.504  0.36
H15 0.843 -3.944 0.048  0.22
H16 2.206 -5.004 0.447  0.32
H17 1.456 -5.088 -1.155  0.48
H18 1.024 -2.334 -1.807  0.03
H19 2.065 -3.205 -2.928  0.58
H20 2.606 -1.666 -2.258  0.03
H21 4.416 -4.747 -0.735  0.39
H22 4.715 -3.353 -1.792  0.41
H23 3.651 -4.664 -2.312  0.48
H24 6.918 -3.414 1.407  0.37
H25 8.090 -2.404 2.234  0.47
H26 7.191 -1.754 0.854  0.29
H27 5.620 -3.857 3.518  0.34
H28 5.180 -2.530 4.601  0.34
H29 6.881 -2.977 4.397  0.47
H30 6.466 0.259 2.503  0.21
H31 7.562 -0.600 3.596  0.47
H32 5.936 -0.203 4.125  0.38
H33 -1.004 -0.050 3.411  0.72
H34 -0.711 -1.176 2.075  0.66
H35 -3.091 1.007 3.520  0.57
H36 -5.617 1.054 0.089  0.80
H37 -1.990 0.464 -2.509  -0.03
H38 -3.266 1.683 -2.702  0.18
H39 -3.248 0.248 -3.725  0.63
H40 -2.646 -1.911 -1.636  0.10
H41 -3.927 -1.992 -2.850  0.47
H42 -4.320 -2.211 -1.141  0.35
H43 -5.656 1.173 -2.070  0.44
H44 -6.097 -0.448 -1.497  0.43
H45 -5.541 -0.212 -3.152  0.44
H46 -5.159 0.548 4.497  0.32
H47 -6.360 -0.141 3.399  0.36
H48 -6.792 1.215 4.453  0.46
H49 -4.185 2.875 4.034  0.32
H50 -5.824 3.523 4.019  0.46
H51 -4.757 3.801 2.637  0.35
H52 -7.302 1.266 1.497  0.39
H53 -6.584 2.842 1.113  0.42
H54 -7.553 2.636 2.572  0.44
I1 8.132 -1.156 -3.873  0.13
C35 6.572 -0.357 -2.749  -0.24
C36 6.806 0.053 -1.442  -0.46
C37 5.762 0.567 -0.694  -0.75
C38 4.486 0.663 -1.241  0.63
C39 4.267 0.265 -2.554  -0.13
C40 5.308 -0.241 -3.314  -0.63
C41 3.392 1.152 -0.366  -0.10
O3 3.595 1.675 0.708  -0.67
O4 2.160 0.921 -0.822  -0.63
H55 7.796 -0.033 -1.013  0.50
H56 5.920 0.890 0.327  0.36
H57 3.277 0.350 -2.988  0.36
H58 5.137 -0.551 -4.336  0.41
N3 -1.559 2.711 -0.853  -0.04
C42 -1.731 3.809 -1.595  -0.45
C43 -0.563 4.019 -2.299  -1.22
C44 0.284 2.984 -1.907  -1.12
N4 -0.328 2.201 -1.016  1.84
H59 -2.222 2.260 -0.232  -0.43
H60 -2.666 4.346 -1.584  0.58
H61 -0.357 4.807 -3.003  0.51
H62 1.300 2.771 -2.196  0.58

Force components x, y, z for each atom (eV/Å):
0.0 0.0 0.0
0.0 0.0 0.0
-0.1 0.0 0.0
0.0 0.0 0.0
0.0 0.0 0.0
0.0 -0.1 0.0
0.0 0.1 0.2
-0.1 0.0 -0.1
0.0 0.0 -0.1
0.0 0.0 0.1
0.0 0.0 0.0
0.0 0.0 -0.1
0.0 0.0 0.0
0.0 0.0 0.1
0.0 -0.1 0.0
0.0 0.0 0.0
0.0 0.0 0.0
0.0 0.0 0.0
0.0 0.0 0.1
0.0 0.0 0.0
0.0 0.0 0.0
0.0 0.0 0.0
0.0 0.0 0.0
0.1 0.1 -0.1
0.0 0.0 0.0
0.1 0.0 0.0
0.0 0.0 0.0
0.0 0.0 0.0
0.0 0.0 0.0
-0.1 0.0 0.0
-0.1 0.0 0.1
0.0 0.0 0.0
-0.1 0.0 0.0
0.0 0.0 0.0
0.0 0.0 0.0
0.0 0.0 0.0
0.0 0.0 0.0
0.0 0.0 0.0
0.0 0.0 0.0
0.0 0.0 0.0
0.0 0.0 0.0
0.0 0.0 0.0
0.0 0.0 0.0
0.0 0.0 0.0
0.0 0.0 0.0
0.0 0.0 0.0
-0.1 0.0 -0.1
-0.1 0.0 -0.1
0.0 0.0 0.0
0.0 0.0 0.0
0.0 0.0 0.0
0.0 0.0 0.0
0.0 0.0 0.0
0.0 0.0 0.0
0.0 0.0 0.0
0.0 0.0 0.0
0.1 0.0 0.0
0.0 0.0 0.0
0.0 0.0 0.0
0.0 0.0 0.0
0.0 0.0 0.0
0.0 0.0 0.0
0.0 0.0 0.0
0.0 0.0 0.0
0.0 0.0 0.0
0.0 0.0 0.0
0.0 0.0 0.0
0.0 0.0 0.0
0.0 0.0 0.0
0.0 0.0 0.0
0.0 0.0 0.0
0.0 0.0 0.1
0.0 0.0 0.0
0.0 0.0 -0.1
0.0 0.0 0.0
0.0 0.0 0.0
0.0 -0.1 0.0
0.0 0.0 0.0
0.0 0.0 0.0
0.0 0.0 0.0
0.0 0.0 0.0
0.0 0.0 0.0
0.0 0.0 0.0
0.0 0.0 0.0
0.0 0.0 0.0
0.0 0.0 0.0
0.0 0.0 0.0
0.0 0.0 0.0
0.0 0.0 0.0
0.0 0.0 0.0
0.0 0.0 0.0
0.0 0.0 0.0
0.0 0.0 0.0
0.0 0.0 0.0
0.0 0.0 0.0
0.0 0.0 0.0
0.0 0.0 0.0
0.1 0.0 -0.1
0.0 0.0 0.0
0.0 0.0 0.0
0.0 -0.3 0.3
0.0 0.1 -0.1
0.0 0.2 -0.1
0.0 0.0 0.0
0.0 0.0 0.0
0.1 0.0 0.0
0.0 0.0 0.0
0.1 0.2 0.2
0.0 0.0 0.0
0.0 0.0 -0.1
-0.1 0.1 0.1
0.0 -0.2 -0.1
0.0 0.0 -0.1
0.1 0.0 0.0
0.0 0.0 0.0
0.0 0.0 0.0

Calculated values
Spin multiplicity ... 4
Relative energy (zero: lowest compared OMol25 entry of this formula, charge and spin) ... 0.831 eV
Expectation value of S² ... 3.772
Max |F| ... 0.4 eV/Å
LUMO (alpha / beta) ... -3.95 / -4.19 eV
Calculated total energy ... -2612.15601 Ha
Charge ... +1

=====

No. 2
Below is an isolated molecule of C18H27BrN4O3S, with properties calculated with ωB97M-V/def2-TZVPD.

Last column: Mulliken charge in e.
Positions of all 54 atoms, in Å:
O1 -4.080 -3.219 1.286  -0.67
C1 -3.435 -2.598 0.473  0.61
N1 -3.854 -1.495 -0.202  -0.05
C2 -5.055 -0.801 -0.106  0.53
C3 -6.110 -1.233 0.696  -0.33
C4 -7.282 -0.504 0.751  -0.55
C5 -7.404 0.657 0.007  0.07
C6 -6.366 1.101 -0.796  -0.62
C7 -5.196 0.371 -0.849  -0.42
H1 -4.382 0.710 -1.473  0.36
H2 -6.473 2.007 -1.372  0.40
Br1 -9.021 1.662 0.084  -0.21
H3 -8.099 -0.839 1.372  0.41
H4 -6.005 -2.137 1.272  0.50
H5 -3.142 -1.103 -0.813  0.09
C8 -2.024 -3.007 0.049  -0.87
N2 -1.265 -1.866 -0.433  -0.02
C9 -0.800 -1.041 0.678  -0.50
C10 -0.128 0.222 0.138  -1.20
N3 0.933 -0.081 -0.798  0.08
S1 2.384 -0.485 -0.060  1.34
O2 3.239 -0.988 -1.093  -0.80
O3 2.191 -1.307 1.098  -0.74
N4 2.799 1.027 0.463  0.23
C11 3.143 1.959 -0.590  -1.19
C12 4.543 1.760 -1.180  -0.50
H6 4.540 2.125 -2.209  0.49
C13 5.670 2.473 -0.427  -0.77
H7 6.613 2.016 -0.734  0.35
H8 5.705 3.520 -0.736  0.29
C14 5.566 2.435 1.102  -0.65
H9 6.565 2.604 1.511  0.37
H10 4.939 3.260 1.448  0.30
C15 5.002 1.132 1.672  -0.57
H11 5.367 1.004 2.693  0.38
H12 5.337 0.276 1.087  0.29
C16 3.472 1.138 1.737  -1.06
H13 3.129 2.061 2.219  0.44
H14 3.123 0.287 2.323  0.45
H15 4.728 0.688 -1.221  0.27
H16 3.024 2.973 -0.197  0.57
H17 2.394 1.794 -1.367  0.47
C17 0.504 -0.984 -1.845  -1.17
C18 -0.134 -2.246 -1.268  -0.58
H18 0.630 -2.795 -0.694  0.33
H19 -0.494 -2.881 -2.081  0.51
H20 -0.217 -0.451 -2.473  0.36
H21 1.387 -1.236 -2.431  0.51
H22 -0.861 0.848 -0.383  0.48
H23 0.317 0.791 0.953  0.39
H24 -0.075 -1.586 1.300  0.30
H25 -1.658 -0.764 1.296  0.51
H26 -2.137 -3.729 -0.766  0.42
H27 -1.543 -3.526 0.891  0.36

Force components x, y, z for each atom (eV/Å):
-0.1 -0.2 0.2
0.3 0.1 -0.2
0.2 0.1 -0.3
-0.4 0.1 0.1
0.1 -0.1 0.0
-0.1 0.3 -0.1
-0.2 0.1 0.0
-0.1 0.0 0.1
0.0 -0.2 0.1
0.1 0.0 -0.1
0.0 0.1 0.0
0.2 -0.1 0.0
-0.1 0.0 0.0
0.0 0.0 0.0
-0.1 -0.1 0.1
0.0 0.0 0.0
0.1 -0.2 0.0
0.0 0.2 0.1
-0.3 0.0 0.5
0.9 -0.2 0.2
-0.4 0.8 -0.1
0.0 0.0 -0.2
0.0 0.0 0.2
-0.3 -0.9 -0.1
0.1 0.1 -0.6
0.1 0.2 0.1
0.0 -0.1 -0.1
-0.1 0.0 0.0
0.0 0.1 0.0
0.1 0.0 0.0
0.2 -0.2 -0.1
0.0 0.1 0.0
0.0 0.1 0.1
-0.2 0.3 0.1
0.0 -0.1 0.0
0.1 -0.1 0.0
0.2 -0.4 0.5
0.0 -0.1 0.0
0.1 0.2 0.2
0.1 0.1 -0.1
-0.1 0.0 0.0
0.1 0.3 0.0
0.1 -0.6 -0.3
0.0 0.2 -0.3
-0.1 -0.1 0.0
0.1 0.0 0.0
0.1 0.0 0.0
-0.2 0.0 -0.2
0.0 0.0 0.1
-0.2 0.1 0.0
-0.2 0.0 0.0
0.0 0.0 0.0
0.0 0.0 0.1
-0.1 0.1 0.0

Calculated values
Spin multiplicity ... 1
SMILES ... O=C(CN1CCN(S(=O)(=O)N2CCCCCC2)CC1)Nc1ccc(Br)cc1
Relative energy (zero: lowest compared OMol25 entry of this formula, charge and spin) ... 0.069 eV
Max |F| ... 1.0 eV/Å
LUMO ... 0.50 eV
Calculated total energy ... -4119.05731 Ha